[1]
Computed, not measured: C28H33MnN7O7P2S3 as an isolated structure, with the ωB97M-V functional and the def2-TZVPD basis.

The geometry in ORCA input format:
```
! wB97M-V def2-TZVPD RIJCOSX def2/J DEFGRID3
* xyz 0 2
Mn -0.201 0.855 -0.410
N 3.836 2.504 -0.178
C 3.573 1.109 0.363
C 4.901 0.556 0.864
P 2.341 1.261 1.711
O 2.941 2.616 2.381
O 2.433 0.130 2.678
O 1.014 1.579 1.099
P 3.036 0.243 -1.217
O 3.451 -1.286 -0.936
O 3.970 0.861 -2.194
O 1.555 0.321 -1.387
H 4.489 3.009 0.418
H 2.965 3.045 -0.250
H 4.204 2.336 -1.137
H 5.336 1.222 1.615
H 5.603 0.426 0.039
H 4.732 -0.409 1.334
H 2.793 2.648 3.332
H 2.676 -1.812 -0.706
S 0.805 -5.402 2.959
C 1.993 -5.278 4.180
C 2.582 -4.052 4.185
C 2.061 -3.190 3.183
C 1.080 -3.786 2.435
C 0.323 -3.198 1.323
C 0.404 -1.805 1.105
N -0.232 -1.186 0.133
C -0.981 -1.926 -0.716
C -1.137 -3.308 -0.588
C -1.958 -4.000 -1.544
C -2.567 -3.333 -2.550
C -2.415 -1.912 -2.700
C -3.020 -1.154 -3.715
C -2.820 0.208 -3.769
C -1.993 0.800 -2.788
N -1.416 0.105 -1.833
C -1.621 -1.228 -1.783
C -3.424 1.059 -4.801
C -3.325 2.417 -4.931
C -4.038 2.919 -6.051
C -4.666 1.937 -6.751
S -4.397 0.399 -6.059
C -0.467 -3.938 0.472
H 2.197 -6.116 4.827
H 3.365 -3.768 4.873
H 2.423 -2.182 3.015
H 1.021 -1.186 1.744
H -2.076 -5.071 -1.443
H -3.183 -3.865 -3.265
H -3.643 -1.658 -4.445
H -1.769 1.859 -2.750
H -2.764 3.043 -4.254
H -4.079 3.964 -6.320
H -5.272 2.035 -7.637
H -0.562 -5.012 0.589
C -0.952 -1.781 5.212
C -1.736 -1.417 4.011
N -2.762 -2.056 3.539
N -3.132 -1.325 2.448
C -2.357 -0.253 2.220
S -2.481 0.911 1.018
N -1.442 -0.334 3.224
N -0.497 0.650 3.530
H -1.421 -2.633 5.697
H -0.907 -0.937 5.901
H 0.070 -2.048 4.937
H -3.929 -1.589 1.897
H -0.601 1.346 2.788
H 0.432 0.247 3.385
C -0.168 4.553 0.162
C 0.304 3.670 -0.990
C 0.387 4.449 -2.299
O -0.513 2.571 -1.144
H 0.467 5.434 0.298
H -0.173 3.975 1.087
H -1.189 4.887 -0.037
H 1.339 3.350 -0.742
H -0.606 4.826 -2.560
H 0.727 3.792 -3.101
H 1.067 5.303 -2.229
*
```

- HOMO energy (spin up / spin down) (Ha) = -0.260 / -0.244
- gap between HOMO and LUMO (spin up / spin down) (hartree) = 0.2376 / 0.2212
- ⟨S²⟩ = 1.03
- energy above the lowest of the compared OMol25 structures with the same formula, charge and spin (kcal per mole) = 0.0
- lowest unoccupied orbital energy (spin up / spin down) (eV) = -0.619 / -0.619
- M (g mol⁻¹) = 792.7


[2]
Computed, not measured: C16H20N4O3S as an isolated structure at a distorted geometry, with the ωB97M-V functional and the def2-TZVPD basis.

The geometry in ORCA input format:
```
! wB97M-V def2-TZVPD RIJCOSX def2/J DEFGRID3
* xyz 0 1
C -5.703 -0.872 0.971
C -4.980 -0.133 -0.294
O -4.007 -0.801 -1.003
C -2.876 -1.104 -0.459
C -2.420 -0.631 0.562
C -1.209 -0.780 1.203
C -0.412 -1.683 0.619
C -0.831 -2.165 -0.815
C -2.147 -1.921 -1.223
H -2.437 -2.471 -2.025
H -0.232 -2.666 -1.224
N 0.901 -1.713 0.725
C 1.825 -1.237 1.524
O 1.432 -0.052 2.360
C 3.257 -1.482 1.427
H 3.700 -1.159 2.586
H 3.391 -2.713 1.529
C 3.899 -0.849 0.418
C 3.318 -1.084 -0.988
O 3.337 -2.205 -1.370
N 2.226 -0.318 -1.515
C 1.691 0.961 -0.755
N 2.439 1.787 -0.079
N 1.673 2.778 0.406
C 0.549 2.947 -0.486
C -0.360 3.856 0.037
H 0.060 4.411 0.648
C -1.606 3.415 0.765
H -1.394 2.754 1.836
H -2.104 2.461 0.259
H -2.344 4.152 0.980
H -0.811 4.259 -1.017
S 0.203 1.444 -1.268
H 1.731 -0.807 -2.237
H 3.893 0.220 0.464
H 5.005 -0.952 0.300
H 1.477 -2.541 0.126
H -0.788 -0.179 2.302
H -3.077 0.268 1.305
H -4.826 0.963 0.131
H -5.819 0.003 -0.884
H -5.142 -1.036 1.875
H -6.294 -1.845 0.568
H -6.577 -0.402 1.369
*
```

- HOMO energy (Ha) = -0.303
- gap between HOMO and LUMO (hartree) = 0.3073
- energy above the lowest of the compared OMol25 structures with the same formula, charge and spin (kcal per mole) = 364.5
- lowest unoccupied orbital energy (eV) = 0.116
- M (g mol⁻¹) = 348.4


[3]
Computed, not measured: a 2-piece molecular cluster, C5H13N2S overall at a distorted geometry, with the ωB97M-V functional and the def2-TZVPD basis.

The geometry in ORCA input format:
```
! wB97M-V def2-TZVPD RIJCOSX def2/J DEFGRID3
* xyz 1 1
C -2.998 0.698 -0.125
C -2.371 -0.481 0.026
C 0.752 -2.172 -0.631
C -0.268 -1.803 0.461
C -0.927 -0.492 0.285
N -0.134 0.580 0.247
N 2.656 2.187 0.065
S -0.305 2.234 -0.129
H -4.034 0.647 -0.209
H -2.575 1.682 -0.358
H -2.959 -1.487 -0.029
H 1.883 -2.268 -0.346
H 0.507 -3.205 -0.878
H 0.520 -1.579 -1.486
H 0.315 -1.743 1.511
H -1.145 -2.384 0.634
H 0.817 0.561 0.562
H 3.476 2.130 -0.576
H 2.961 2.986 0.571
H 2.782 1.350 0.637
H 1.048 2.558 -0.234
*
```

- HOMO energy (Ha) = -0.481
- gap between HOMO and LUMO (hartree) = 0.3082
- energy above the lowest of the compared OMol25 structures with the same formula, charge and spin (kcal per mole) = 58.7
- lowest unoccupied orbital energy (eV) = -4.706
- M (g mol⁻¹) = 133.2